Computed, not measured: a cluster of 2 separate species, C4H10NO3 in total at a distorted geometry, with ωB97M-V/def2-TZVPD.

Properties
HOMO energy   -14.543 eV
M   120.1 u
E_tot   -11934.2101 eV
Frontier orbital gap   9.67 eV
LUMO   -4.873 eV

```
! RIJCOSX wB97M-V def2-TZVPD def2/J DEFGRID3
* xyz 1 1
C 1.77 -1.45 0.47
C 1.43 -0.45 -0.39
C -1.09 -0.43 0.56
C 0.09 -0.01 -0.46
N -0.31 0.60 -1.50
O -2.15 0.49 0.41
O -1.42 -1.71 0.21
O 0.46 1.88 0.83
H 2.54 -2.03 0.13
H 1.12 -1.81 1.30
H 2.22 -0.16 -1.12
H -0.70 -0.35 1.56
H -1.26 1.11 -1.58
H 0.07 0.54 -2.45
H 0.89 2.46 1.57
H -2.52 0.82 1.20
H -1.81 -1.69 -0.68
H 0.67 2.18 -0.06
*
```


Computed, not measured: a structure of composition C12H37AsF6O6 at a distorted geometry, with ωB97M-V/def2-TZVPD.

Properties
HOMO energy   -9.942 eV
M   466.3 u
E_tot   -102474.2672 eV
Frontier orbital gap   9.95 eV
LUMO   0.006 eV

```
! RIJCOSX wB97M-V def2-TZVPD def2/J DEFGRID3
* xyz 0 1
O 6.64 19.32 9.91
H 6.15 19.13 10.71
H 7.52 18.96 9.95
H 6.71 20.28 9.83
As 9.34 22.30 12.40
F 10.74 21.72 11.43
F 9.23 23.76 11.38
F 7.90 22.79 13.38
F 9.41 20.80 13.39
F 10.46 23.16 13.51
F 8.34 21.42 11.21
C 3.59 20.81 10.93
C 3.57 19.67 11.94
O 4.67 18.85 11.68
H 2.71 21.44 11.04
H 3.63 20.37 9.94
H 4.48 21.43 11.02
H 2.64 19.11 11.89
H 3.73 20.10 12.93
H 4.40 17.96 11.92
C 7.52 16.76 11.85
C 8.22 17.66 12.77
O 7.71 18.92 12.50
H 7.85 15.74 12.02
H 7.77 16.90 10.80
H 6.44 16.79 12.04
H 9.28 17.63 12.51
H 8.30 17.36 13.81
H 8.27 19.58 12.92
C 5.96 21.46 6.57
C 5.73 22.02 7.95
O 6.87 21.68 8.82
H 6.81 21.87 6.03
H 5.06 21.40 5.97
H 6.21 20.40 6.65
H 4.81 21.58 8.34
H 5.61 23.10 7.90
H 7.62 22.27 8.73
C 4.10 17.77 7.08
C 5.28 16.77 7.10
C 5.88 16.68 5.73
O 6.32 17.26 7.93
H 4.39 18.81 7.00
H 3.52 17.71 8.00
H 3.37 17.60 6.29
H 4.89 15.80 7.43
H 5.18 16.10 5.12
H 6.75 16.02 5.80
H 6.16 17.65 5.31
H 7.06 16.70 7.68
C 11.11 17.53 9.85
C 10.19 18.72 9.65
C 10.80 19.73 8.63
O 8.91 18.38 9.22
H 11.41 16.96 8.97
H 10.66 16.71 10.42
H 12.06 17.69 10.37
H 10.06 19.17 10.63
H 11.56 20.30 9.17
H 9.99 20.40 8.34
H 11.20 19.27 7.72
H 8.98 17.67 8.58
*
```


Computed, not measured: a structure of composition C11H18AuCl2P2 at a distorted geometry, with ωB97M-V/def2-TZVPD.

Properties
HOMO energy (spin up / spin down)   -18.955 / -20.179 eV
M   480.1 u
E_tot   -58982.9752 eV
Frontier orbital gap (spin up / spin down)   8.02 / 5.07 eV
LUMO (spin up / spin down)   -10.933 / -15.104 eV

```
! RIJCOSX wB97M-V def2-TZVPD def2/J DEFGRID3
* xyz 3 3
Au 1.80 0.41 -0.58
C 1.09 -2.27 2.05
P 0.75 -0.61 1.42
C 1.17 0.49 2.80
C -1.06 -0.52 1.03
C -1.96 -1.05 1.97
C -3.34 -0.92 1.82
C -3.84 -0.31 0.69
C -2.96 0.20 -0.26
C -1.57 0.04 -0.15
P -0.49 0.62 -1.54
C -1.24 2.12 -2.22
C -0.49 -0.54 -2.93
H 0.71 -2.34 3.08
H 2.17 -2.43 2.09
H 0.64 -3.04 1.43
H 0.52 0.26 3.65
H 1.11 1.54 2.55
H 2.20 0.26 3.10
H -1.60 -1.62 2.83
H -4.02 -1.33 2.56
H -4.91 -0.20 0.56
H -3.38 0.77 -1.08
H -2.10 1.84 -2.84
H -0.52 2.63 -2.88
H -1.54 2.82 -1.44
H -1.52 -0.75 -3.23
H 0.02 -1.48 -2.71
H 0.02 -0.06 -3.77
Cl 4.04 2.16 -0.60
C 5.01 1.12 -1.64
Cl 4.07 -0.29 -2.11
H 5.92 0.80 -1.11
H 5.30 1.68 -2.54
*
```


Computed, not measured: a structure of composition C31H20Cl2N2O3PS5V, with ωB97M-V/def2-TZVPD.

Properties
HOMO energy (spin up / spin down)   0.041 / -1.543 eV
M   781.7 u
E_tot   -155795.3519 eV
Frontier orbital gap (spin up / spin down)   3.97 / 5.55 eV
LUMO (spin up / spin down)   4.011 / 4.009 eV

```
! RIJCOSX wB97M-V def2-TZVPD def2/J DEFGRID3
* xyz -2 3
V -0.08 0.79 0.33
Cl 0.26 5.50 -1.19
C 0.98 4.11 -1.95
C 1.80 4.28 -3.06
C 2.35 3.18 -3.68
Cl 3.37 3.45 -5.09
C 2.13 1.86 -3.23
C 2.65 0.68 -3.82
C 2.30 -0.54 -3.23
C 1.50 -0.60 -2.12
N 0.99 0.51 -1.51
C 1.30 1.73 -2.08
C 0.71 2.83 -1.44
O -0.10 2.61 -0.42
H 2.00 5.27 -3.44
H 3.29 0.75 -4.69
H 2.67 -1.48 -3.64
H 1.26 -1.56 -1.70
S 4.05 0.60 6.68
C 3.19 0.74 5.26
S 3.88 0.58 3.70
C 2.43 0.82 2.74
C 1.30 1.02 3.46
S -0.27 1.23 2.75
S 1.50 1.03 5.19
S 2.48 0.73 1.02
O -1.95 0.28 -2.62
N -1.53 -0.82 -1.90
C -2.02 -1.91 -2.31
C -1.73 -3.18 -1.62
C -2.30 -4.31 -2.24
C -2.19 -5.58 -1.72
C -1.49 -5.76 -0.53
C -0.92 -4.66 0.09
C -1.00 -3.36 -0.42
P -0.13 -2.05 0.61
C 1.47 -2.88 0.90
C 2.17 -2.40 2.02
C 3.45 -2.87 2.30
C 4.05 -3.79 1.45
C 3.38 -4.24 0.33
C 2.09 -3.79 0.06
C -1.05 -2.39 2.19
C -2.23 -1.68 2.40
C -2.99 -1.89 3.54
C -2.57 -2.81 4.50
C -1.39 -3.51 4.31
C -0.63 -3.30 3.16
H -1.53 1.02 -2.14
H -2.71 -1.95 -3.16
H -2.85 -4.15 -3.16
H -2.64 -6.42 -2.23
H -1.39 -6.74 -0.09
H -0.38 -4.81 1.01
H 1.71 -1.67 2.67
H 3.98 -2.48 3.16
H 5.06 -4.14 1.66
H 3.85 -4.95 -0.34
H 1.57 -4.14 -0.82
H -2.53 -0.94 1.67
H -3.89 -1.32 3.68
H -3.15 -2.96 5.40
H -1.04 -4.20 5.06
H 0.30 -3.84 3.05
O -1.66 0.57 0.39
*
```


Computed, not measured: a cluster of 10 separate species, C4H30N2O11S in total at a distorted geometry, with ωB97M-V/def2-TZVPD.

Properties
HOMO energy   -8.299 eV
M   314.4 u
E_tot   -40969.8724 eV
Frontier orbital gap   8.23 eV
LUMO   -0.072 eV

```
! RIJCOSX wB97M-V def2-TZVPD def2/J DEFGRID3
* xyz 0 1
N 1.66 1.56 0.56
C 2.21 0.22 0.36
N 1.08 -0.56 -0.31
C 0.93 -1.95 -0.09
C 0.94 -2.76 -1.41
S 2.10 -2.06 -2.65
C -0.52 -2.32 0.64
O -0.47 -2.02 1.95
O -0.86 -3.63 0.55
H 1.24 2.08 -0.24
H 2.37 2.11 1.03
H 2.16 -0.19 1.39
H 3.20 0.20 -0.30
H 0.54 -0.04 -1.06
H 1.50 -2.32 0.79
H -0.12 -2.88 -1.77
H 1.39 -3.80 -1.32
H 2.05 -0.72 -2.37
H -1.31 -1.87 0.06
H -0.52 -1.03 2.09
H -0.72 -4.32 1.28
O -2.77 1.61 -1.59
H -1.95 2.13 -1.76
H -2.29 0.81 -1.27
O -0.20 1.06 -2.45
H -0.85 0.43 -2.82
H 0.56 1.19 -3.03
O 0.80 3.61 -1.29
H 0.11 4.22 -1.55
H 0.34 2.81 -1.68
O -1.07 0.56 2.12
H -0.66 0.93 2.92
H -0.72 1.05 1.38
O 1.90 -3.42 2.46
H 2.72 -2.78 2.73
H 1.09 -2.80 2.28
O 2.05 1.82 -3.14
H 2.20 2.65 -3.69
H 2.49 1.79 -2.32
O -3.71 -1.54 -1.09
H -3.26 -1.73 -0.18
H -3.88 -2.45 -1.34
O -3.23 1.93 2.01
H -2.70 1.19 2.32
H -4.13 1.47 1.99
O -0.39 3.28 3.56
H -1.29 2.94 3.45
H 0.00 3.55 2.79
*
```


Computed, not measured: a cluster of 2 separate species, C2HBrOS2 in total at a distorted geometry, with ωB97M-V/def2-TZVPD.

Properties
HOMO energy   -9.468 eV
M   185.1 u
E_tot   -95849.6172 eV
Frontier orbital gap   8.36 eV
LUMO   -1.109 eV

```
! RIJCOSX wB97M-V def2-TZVPD def2/J DEFGRID3
* xyz 0 1
O 3.31 1.76 -0.11
C 2.24 1.31 -0.04
S 0.98 0.42 0.15
S -2.41 -0.44 1.36
C -1.60 -0.70 -0.03
Br -0.84 -2.32 -0.56
H -1.69 -0.03 -0.77
*
```


Computed, not measured: a cluster of 2 separate species, C8H22N2 in total, with ωB97M-V/def2-TZVPD.

Properties
HOMO energy   -8.311 eV
M   146.3 u
E_tot   -11632.4575 eV
Frontier orbital gap   9.16 eV
LUMO   0.852 eV

```
! RIJCOSX wB97M-V def2-TZVPD def2/J DEFGRID3
* xyz 0 1
C 0.88 -1.12 1.41
N 0.34 0.13 0.92
C -0.13 0.93 2.03
C 1.21 0.83 -0.05
C 1.18 0.06 -1.38
C 0.68 2.24 -0.33
C 2.67 0.94 0.42
H 1.69 -0.98 2.15
H 0.08 -1.67 1.90
H 1.26 -1.72 0.59
H -0.75 0.29 2.66
H 0.67 1.35 2.66
H -0.76 1.75 1.67
H 0.15 -0.10 -1.70
H 1.66 -0.91 -1.30
H 1.71 0.62 -2.14
H -0.38 2.19 -0.58
H 0.81 2.89 0.53
H 1.21 2.67 -1.17
H 3.24 1.56 -0.28
H 3.15 -0.03 0.47
H 2.73 1.41 1.40
C -2.89 -0.30 -1.28
N -1.70 -1.04 -0.95
C -1.92 -2.47 -0.86
H -3.23 -0.59 -2.28
H -2.66 0.76 -1.29
H -3.73 -0.46 -0.58
H -1.29 -0.69 -0.09
H -2.70 -2.75 -0.13
H -2.22 -2.84 -1.84
H -0.98 -2.95 -0.58
*
```


Computed, not measured: a structure of composition C21H22HgN6 at a distorted geometry, with ωB97M-V/def2-TZVPD.

Properties
HOMO energy (spin up / spin down)   -10.522 / -11.516 eV
M   559.0 u
E_tot   -35242.3499 eV
Frontier orbital gap (spin up / spin down)   8.32 / 7.07 eV
LUMO (spin up / spin down)   -2.206 / -4.441 eV

```
! RIJCOSX wB97M-V def2-TZVPD def2/J DEFGRID3
* xyz 1 2
Hg 0.87 0.80 -0.14
C -1.16 -1.82 1.10
N -1.22 -1.06 -0.17
C -2.52 -0.41 -0.45
C -2.64 1.03 0.01
C -3.80 1.48 0.69
C -3.89 2.81 1.09
C -2.86 3.69 0.72
C -1.79 3.18 -0.05
N -1.72 1.91 -0.40
C -0.89 -2.00 -1.28
C -0.54 -1.29 -2.56
C -0.86 -1.91 -3.78
C -0.48 -1.36 -4.99
C 0.23 -0.13 -4.95
C 0.51 0.42 -3.70
N 0.14 -0.15 -2.56
C -0.77 -1.10 2.39
C -1.00 -1.77 3.61
C -0.59 -1.18 4.81
C 0.12 0.04 4.72
C 0.33 0.61 3.48
N -0.11 0.09 2.31
H -0.44 -2.63 0.93
H -2.12 -2.35 1.28
H -3.34 -1.01 0.03
H -2.71 -0.48 -1.57
H -4.54 0.72 0.99
H -4.77 3.11 1.70
H -2.86 4.74 1.03
H -0.94 3.81 -0.38
H -1.74 -2.68 -1.48
H -0.01 -2.62 -1.00
H -1.43 -2.85 -3.73
H -0.69 -1.86 -5.93
H 0.59 0.35 -5.84
H 1.07 1.37 -3.61
H -1.45 -2.76 3.54
H -0.84 -1.66 5.76
H 0.50 0.58 5.58
H 0.87 1.56 3.37
N 4.90 1.37 -0.18
C 6.19 1.05 0.08
C 6.25 -0.36 0.10
C 4.93 -0.79 -0.17
N 4.12 0.27 -0.32
H 4.45 2.29 -0.23
H 7.00 1.75 0.13
H 7.10 -0.98 0.25
H 4.53 -1.80 -0.27
*
```